Entry 1:
{
  "formula": "C9H21ClN3O3",
  "method": "ωB97M-V with the def2-TZVPD basis set",
  "de_lowest_ev": 0.032,
  "molar_mass_g_mol": 254.74,
  "homo_lumo_gap_ev": 9.292,
  "fmax_ev_per_a": 1.16,
  "total_charge": -1,
  "homo_ev": -6.09,
  "species": ["Cl", "O", "O", "O", "N", "N", "N", "C", "C", "C", "C", "C", "C", "C", "C", "C", "H", "H", "H", "H", "H", "H", "H", "H", "H", "H", "H", "H", "H", "H", "H", "H", "H", "H", "H", "H", "H"],
  "xyz": [[-0.13134, 0.37919, -1.08230], [0.98558, 3.72409, 3.05609], [-1.92316, -1.85962, 3.38000], [2.07174, -3.06358, -4.55097], [1.40471, -1.18134, -3.49752], [0.03972, 2.87229, 1.17907], [-2.30423, -0.57310, 1.54118], [0.62968, 2.76108, 2.38541], [-2.89586, 0.51500, 2.27426], [-0.22500, 4.14189, 0.54120], [-1.77088, -1.64817, 2.18171], [1.34094, -0.37110, -4.68122], [-0.90306, -2.52618, 1.32226], [1.79439, -2.46735, -3.51894], [0.76349, 1.34669, 2.89238], [1.96777, -3.12807, -2.16467], [0.53068, -0.69008, -5.35171], [-2.64174, 1.45895, 1.78529], [-2.54384, 0.55230, 3.30388], [2.26530, -0.33280, -5.25330], [-1.38967, -2.89996, 0.42011], [0.56016, 4.85962, 0.76400], [-0.07382, 2.04108, 0.61005], [-0.56872, -3.39171, 1.89218], [-0.00337, -1.99852, 0.99562], [1.03575, 0.63461, -4.38924], [2.97870, -3.52759, -2.14492], [1.75367, -2.44384, -1.34592], [-1.89236, -0.38946, 0.63605], [-0.21169, 0.86946, 2.99579], [-0.37989, 3.96154, -0.52057], [1.27472, -3.96851, -2.10115], [-1.17871, 4.56121, 0.88957], [-3.99051, 0.48554, 2.29507], [1.25554, 0.72192, 2.13481], [1.00954, -0.74580, -2.66574], [1.36579, 1.32033, 3.79219]],
  "forces_ev_per_a": [[-0.111, -0.003, 0.229], [-0.045, 0.114, -0.091], [-0.164, 0.027, -0.243], [0.075, -0.087, -0.268], [0.093, 0.261, 0.069], [0.040, -0.011, -0.134], [0.315, -0.511, 0.142], [-0.178, 0.101, 0.276], [-0.343, 0.670, -0.159], [-0.638, -0.142, 0.237], [0.099, 0.252, 0.365], [-1.025, 0.255, -0.468], [0.482, -0.622, -0.202], [0.169, 0.168, 0.208], [0.333, -0.554, -0.820], [-0.539, 0.000, -0.270], [0.273, -0.249, -0.065], [0.149, -0.087, 0.026], [0.072, -0.171, -0.011], [0.130, -0.145, 0.131], [-0.163, 0.245, 0.010], [0.095, 0.011, -0.208], [0.005, -0.193, -0.119], [-0.162, 0.068, 0.166], [-0.176, 0.224, -0.038], [0.323, 0.020, 0.171], [0.055, 0.062, 0.225], [0.199, -0.006, 0.070], [-0.008, 0.284, -0.233], [-0.024, 0.176, 0.399], [0.422, 0.072, -0.087], [0.051, -0.037, -0.009], [0.171, 0.062, 0.180], [0.052, -0.277, 0.033], [0.065, 0.180, 0.026], [0.128, -0.202, 0.254], [-0.219, 0.043, 0.208]],
  "nbo_charge": [-0.920, -0.669, -0.658, -0.675, -0.632, -0.638, -0.634, 0.672, -0.421, -0.413, 0.675, -0.411, -0.720, 0.672, -0.713, -0.703, 0.185, 0.208, 0.215, 0.195, 0.228, 0.209, 0.442, 0.222, 0.251, 0.211, 0.225, 0.228, 0.435, 0.233, 0.212, 0.222, 0.178, 0.183, 0.234, 0.448, 0.226]
}


Entry 2:
{
  "formula": "C5H10O2",
  "method": "ωB97M-V with the def2-TZVPD basis set",
  "de_lowest_ev": 2.933,
  "molar_mass_g_mol": 102.13,
  "homo_lumo_gap_ev": 9.704,
  "fmax_ev_per_a": 2.14,
  "homo_ev": -8.93,
  "species": ["O", "O", "C", "C", "C", "C", "C", "H", "H", "H", "H", "H", "H", "H", "H", "H", "H"],
  "xyz": [[-0.31635, 0.88577, 1.86226], [0.27255, -2.32913, 3.07235], [-1.11731, 0.39778, -0.40754], [-1.45533, 0.85008, 1.00058], [1.59718, -0.22984, -2.60805], [0.09460, 0.64008, -0.91811], [0.40596, 0.31168, -2.33159], [0.86559, 1.19243, -0.39558], [0.16892, 1.70708, 1.81662], [0.94809, -2.98862, 2.95399], [-2.08636, 1.72734, 1.16330], [-0.49354, 0.28661, -2.93404], [-1.82470, -0.24130, -0.91626], [1.87711, -0.58534, -3.59448], [2.43372, -0.16884, -1.92656], [0.66866, -1.51691, 2.66916], [-2.03879, 0.06113, 1.49393]],
  "forces_ev_per_a": [[0.138, -0.054, 0.127], [0.246, 1.396, -0.487], [0.917, 0.959, 0.953], [-0.067, -1.563, 1.078], [-0.138, 0.894, -1.152], [-0.844, 0.558, -1.002], [0.347, -1.451, 1.533], [-0.093, -0.106, 0.356], [-0.051, 0.366, -0.243], [0.357, -0.473, -0.036], [0.243, 0.326, -0.706], [0.406, -0.087, -0.649], [-0.238, 0.282, -0.268], [-0.250, -0.057, -0.013], [-0.165, -0.118, 0.395], [-0.687, -0.833, 0.485], [-0.121, -0.039, -0.370]],
  "nbo_charge": [-0.730, -0.942, -0.212, -0.104, -0.366, -0.215, -0.215, 0.199, 0.467, 0.462, 0.183, 0.207, 0.207, 0.197, 0.191, 0.480, 0.190]
}


Entry 3:
{
  "formula": "C4H3NO2",
  "method": "ωB97M-V with the def2-TZVPD basis set",
  "de_lowest_ev": 9.487,
  "molar_mass_g_mol": 97.07,
  "homo_lumo_gap_ev": [7.732, 7.539],
  "fmax_ev_per_a": 2.94,
  "homo_ev": [-9.41, -9.30],
  "species": ["O", "O", "N", "C", "C", "C", "C", "H", "H", "H"],
  "xyz": [[0.77810, -1.23511, 1.77368], [2.00319, -0.86635, 2.18393], [0.12644, -0.52900, 0.80109], [-0.96117, -1.05439, 0.12460], [0.56201, 0.54090, -0.00258], [-0.29577, 0.73869, -1.01570], [-1.38420, -0.13249, -0.79820], [-0.11100, 1.61424, -1.62222], [-2.24531, -0.01134, -1.41691], [1.52771, 0.93486, -0.02769]],
  "forces_ev_per_a": [[1.614, -1.036, 1.571], [-2.241, 0.207, -1.544], [-0.192, 1.769, -2.341], [-0.365, 0.049, 1.069], [0.969, -1.134, 1.001], [-0.205, 0.951, 0.923], [0.276, -0.064, -1.160], [-0.558, -0.370, -0.573], [-0.722, -0.737, 0.193], [1.423, 0.365, 0.859]],
  "nbo_charge": [0.034, -0.149, -0.148, 0.244, -0.056, -0.279, -0.349, 0.236, 0.240, 0.227]
}